C18H20LiN3O4S | ωB97M-V/def2-TZVPD

The geometry in XYZ format:
```
47
Properties=species:S:1:pos:R:3:mulliken_charge:R:1
Li 1.29 -1.93 0.89 1.004
C -2.12 -1.66 4.81 -0.342
C -2.06 -1.72 3.39 -1.006
C -0.87 -1.94 2.77 -0.451
C 0.36 -2.12 3.48 1.442
C 1.61 -2.34 2.79 -1.363
C 2.71 -2.50 3.61 -0.322
C 2.65 -2.45 5.03 -0.586
C 1.46 -2.23 5.67 -0.707
C 0.27 -2.06 4.91 0.934
C -0.98 -1.83 5.54 -0.797
H -3.07 -1.50 5.30 0.361
H -2.97 -1.59 2.81 0.369
H -0.87 -2.00 1.69 0.136
H 3.69 -2.67 3.17 0.353
H 3.55 -2.58 5.62 0.347
H 1.40 -2.19 6.75 0.323
H -1.02 -1.80 6.62 0.324
C -4.15 2.00 -3.44 -1.230
C -2.77 2.61 -3.67 -0.521
S -1.52 1.41 -3.30 1.349
O -1.56 0.38 -4.31 -0.682
O -1.63 1.04 -1.91 -0.659
C 0.00 2.32 -3.53 -0.839
C 1.21 1.38 -3.48 -1.204
N 1.49 0.85 -2.13 0.328
C 1.24 -0.40 -1.70 1.081
N 1.60 -0.55 -0.43 -0.732
C 2.12 0.63 -0.02 -0.382
C 2.08 1.51 -1.05 -0.122
N 2.57 2.85 -1.05 1.043
O 2.38 3.53 -2.05 -0.630
O 3.00 3.27 -0.01 -0.599
C 0.61 -1.48 -2.51 -1.551
H -4.92 2.73 -3.66 0.395
H -4.26 1.69 -2.40 0.337
H -4.30 1.13 -4.08 0.337
H -2.57 3.47 -3.02 0.358
H -2.61 2.89 -4.72 0.366
H 0.04 3.09 -2.77 0.506
H -0.07 2.78 -4.52 0.588
H 2.08 1.92 -3.82 0.385
H 1.04 0.54 -4.14 0.440
H 2.51 0.80 0.98 0.539
H 0.81 -1.40 -3.57 0.361
H -0.47 -1.45 -2.38 0.290
H 0.98 -2.44 -2.16 0.426
```

As for the multiplicity: 1. Its charge is 0.


C18H20N2O2S2 | ωB97M-V/def2-TZVPD

The geometry in XYZ format:
```
44
Properties=species:S:1:pos:R:3:mulliken_charge:R:1
C 4.94 -3.42 1.21 -1.174
C 5.01 -2.55 2.45 0.246
C 5.51 -1.15 2.19 -1.173
H 5.50 -0.56 3.10 0.326
H 6.53 -1.20 1.82 0.424
H 4.90 -0.65 1.44 0.260
H 5.65 -3.03 3.20 0.307
S 3.40 -2.55 3.38 -0.135
C 2.20 -1.82 2.38 0.679
N 1.00 -1.71 2.81 -0.601
C 0.17 -1.12 1.92 -0.374
C -1.19 -0.87 2.11 -0.828
C -1.90 -0.26 1.10 -0.357
C -1.29 0.10 -0.10 0.157
C 0.06 -0.13 -0.31 -0.301
C 0.77 -0.75 0.70 0.528
S 2.46 -1.18 0.73 -0.254
H 0.54 0.14 -1.24 0.440
N -2.05 0.72 -1.12 0.406
C -1.92 0.41 -2.47 0.066
O -1.25 -0.48 -2.91 -0.604
C -2.72 1.44 -3.23 0.044
C -3.73 1.93 -2.20 0.212
C -3.01 1.70 -0.88 -0.048
O -3.22 2.22 0.18 -0.602
C -4.28 3.34 -2.38 -1.121
C -3.18 4.34 -2.75 -0.626
C -2.43 3.84 -3.98 -0.780
C -1.72 2.53 -3.65 -0.809
H -1.14 2.17 -4.50 0.363
H -1.03 2.72 -2.82 0.309
H -1.69 4.58 -4.29 0.386
H -3.13 3.69 -4.81 0.377
H -3.63 5.31 -2.95 0.339
H -2.49 4.45 -1.92 0.341
H -4.76 3.65 -1.45 0.361
H -5.03 3.33 -3.16 0.444
H -4.58 1.23 -2.18 0.352
H -3.19 1.01 -4.12 0.528
H -2.96 -0.06 1.23 0.417
H -1.65 -1.15 3.04 0.460
H 4.54 -4.40 1.45 0.325
H 4.32 -2.97 0.45 0.267
H 5.94 -3.55 0.81 0.424
```

As for the multiplicity: 1. As for the SMILES: CC(C)Sc1nc2ccc(N3C(=O)[C@H]4CCCC[C@H]4C3=O)cc2s1. Its charge is 0.


Number 1: orbital gap 0.2226 hartree, LUMO level -0.904 eV, energy -42687.964 eV. Number 2: orbital gap 0.3207 hartree, LUMO level 0.635 eV, energy -47738.306 eV.